The following is a DFT calculation (ωB97M-V/def2-TZVPD) of C5H14N2O as an isolated structure.

Its net charge is 0. For the HOMO energy, the calculation gives -7.6133 eV. The calculation puts the HOMO-LUMO gap at 7.386 eV. For the energy relative to the best compared isomer or geometry (same formula, charge and spin), the calculation gives 5.109 eV.

```
22
C5H14N2O, DFT ωB97M-V/def2-TZVPD
C 0.373 -0.505 -1.338
O -0.938 -0.847 -1.706
C 0.515 1.023 -1.107
C 0.642 1.681 -2.462
H 1.046 -0.674 -2.181
H 0.738 -1.155 -0.495
H 1.464 1.151 -0.506
H -0.309 1.356 -0.494
H 0.463 2.761 -2.350
H -0.128 1.295 -3.163
H 1.659 1.513 -2.847
C -1.179 -1.270 1.632
C -0.720 -0.006 1.974
N 0.616 0.047 2.587
N -1.744 -1.661 0.507
H -0.676 -2.084 2.174
H -0.956 1.007 1.699
H 0.678 0.600 3.464
H 0.914 -0.907 2.757
H 1.271 0.421 1.903
H -1.425 -1.249 -0.740
H -2.302 -2.497 0.693
```

Atom charges from the Löwdin analysis, given in e for atoms 1 to 2: atom 1 (C): -0.37, atom 2 (O): -0.20